Density functional theory data (ωB97M-V/def2-TZVPD) for a structure of composition C16H18F5N6O7P2S2V.

Results
Charge: -1
ΔE to the lowest compared entry with this formula, charge and spin: 26.4 kJ/mol
Spin multiplicity: 4
E_HOMO (alpha / beta): -4.441 / -5.049 eV
Kohn-Sham gap (alpha / beta): 6.63 / 7.23 eV
LUMO (alpha / beta): 2.19 / 2.18 eV

```
57
Properties=species:S:1:pos:R:3:forces:R:3
V -0.14808 0.29154 -1.18766 0.013 -0.019 -0.050
F -4.85254 -3.67068 2.18740 0.004 0.002 -0.003
C -4.14996 -3.12921 1.18648 -0.013 0.004 -0.009
C -2.77266 -3.05805 1.25093 -0.009 0.000 -0.017
F -2.12752 -3.53583 2.32617 -0.002 -0.004 0.002
C -2.06053 -2.50691 0.20291 0.006 -0.013 0.034
F -0.72284 -2.47576 0.34350 0.014 0.005 -0.008
C -2.65460 -1.99972 -0.94985 0.008 0.000 -0.021
S -1.75445 -1.29768 -2.28188 0.012 0.021 0.011
C -4.04723 -2.09525 -0.97230 -0.016 0.001 -0.003
F -4.73384 -1.62499 -2.02502 0.009 0.007 0.003
C -4.78754 -2.64169 0.05997 0.004 -0.002 0.012
F -6.12045 -2.70660 -0.02661 0.002 -0.001 0.005
N 3.64943 1.25361 -2.08270 -0.033 -0.027 -0.026
C 2.75644 2.46636 -2.23464 -0.027 0.005 0.018
C 3.63513 3.62116 -2.70270 0.016 -0.004 0.005
P 1.59975 1.92839 -3.58384 0.070 -0.032 -0.018
O 0.85898 3.29334 -4.00681 -0.009 0.017 -0.010
O 2.53001 1.47444 -4.65470 -0.004 -0.004 -0.014
O 0.58821 0.99802 -2.99998 -0.049 0.000 0.006
P 2.16921 2.74644 -0.50710 -0.043 -0.015 -0.003
O 1.57338 4.23893 -0.53796 0.001 0.001 -0.021
O 3.40876 2.67721 0.31701 0.002 0.001 0.014
O 1.03694 1.79910 -0.22990 0.040 0.006 0.030
H 3.99685 1.00191 -3.01445 0.008 0.006 0.007
H 3.11546 0.43331 -1.70096 -0.002 0.000 0.002
H 4.38586 1.47182 -1.40799 0.022 0.012 0.008
H 4.10131 3.37938 -3.66006 -0.005 0.002 -0.001
H 4.40794 3.84021 -1.96150 -0.003 0.000 -0.001
H 3.02099 4.50992 -2.83182 -0.003 -0.001 -0.003
H 1.20055 3.58404 -4.85994 -0.001 0.011 -0.005
H 2.18554 4.83516 -0.09253 0.001 0.016 0.012
S 1.93919 -1.30118 -1.06052 -0.001 -0.003 -0.005
C 1.93089 -1.42498 0.66458 -0.012 0.021 -0.004
N 1.69399 -0.39060 1.44651 0.012 -0.011 0.037
C 1.50579 -0.49587 2.89117 -0.006 0.009 -0.013
C 1.00631 -1.88521 3.23578 -0.005 -0.002 -0.014
C 1.93520 -2.92116 2.62773 -0.009 -0.005 0.019
N 2.13834 -2.62901 1.21052 0.008 -0.002 -0.007
H 1.52618 0.50701 0.99081 -0.006 0.000 -0.016
H 0.76914 0.24861 3.18441 -0.002 0.000 0.004
H 2.45129 -0.27693 3.39703 0.002 -0.005 0.004
H -0.00391 -2.00781 2.84707 0.006 0.005 0.001
H 0.95644 -2.00467 4.31716 0.008 -0.001 0.002
H 1.50559 -3.91976 2.70376 0.001 0.000 0.000
H 2.90027 -2.92769 3.14359 0.002 -0.003 0.000
H 2.16572 -3.38518 0.54820 0.000 0.001 -0.004
N -3.63398 1.08541 -0.54632 0.021 -0.013 0.014
C -2.77717 0.75782 0.45924 -0.046 0.010 -0.044
O -1.53545 0.75781 0.22540 0.016 0.002 0.069
C -3.28944 0.45984 1.74477 -0.008 -0.006 0.010
C -2.39466 0.16007 2.79395 -0.014 0.032 0.011
N -1.66300 -0.08645 3.65442 0.007 -0.014 -0.012
C -4.68403 0.40920 1.96180 0.024 -0.014 -0.001
N -5.83494 0.37703 2.06990 -0.004 0.005 0.000
H -3.28081 0.88292 -1.47351 -0.001 0.003 -0.005
H -4.61546 0.90888 -0.39891 -0.003 -0.003 0.000
```
Positions in Å, forces in eV/Å.